a) Entry from the Open Molecules 2025 dataset: an isolated molecule of C3H9NO (ωB97M-V/def2-TZVPD).

```
14
Properties=species:S:1:pos:R:3
C -0.09 -1.32 0.73
C -0.19 -0.38 -0.42
N 0.93 -0.59 -1.30
C -0.08 1.10 0.05
O -0.97 1.54 1.11
H 0.86 -0.96 1.23
H 0.15 -2.39 0.36
H -0.99 -1.04 1.40
H -1.12 -0.49 -0.89
H 1.76 -0.56 -0.64
H 0.96 0.15 -1.97
H -0.24 1.77 -0.78
H 0.94 1.22 0.38
H -1.93 1.95 0.74
```

The orbital gap is 9.975 eV. The SMILES is C[C@H](N)CO. The calculation puts the lowest unoccupied orbital energy at 0.7 eV.

Results of the Mulliken charge analysis, in e, for atoms 1 through 4:
1. C -1.118
2. C 0.084
3. N -0.675
4. C -0.623



b) Entry from the Open Molecules 2025 dataset: an isolated molecule of C3H9NO (ωB97M-V/def2-TZVPD).

```
14
Properties=species:S:1:pos:R:3
C -1.13 -0.31 -1.23
N -0.76 0.77 -0.33
C 0.27 0.55 0.58
C 1.52 -0.11 0.04
O -0.57 -0.24 1.74
H -1.35 -1.25 -0.70
H -0.32 -0.49 -1.94
H -2.02 -0.01 -1.77
H -1.56 1.01 0.27
H 0.49 1.48 1.12
H 1.32 -1.16 -0.20
H 1.85 0.39 -0.86
H 2.33 -0.06 0.77
H -0.08 -0.57 2.50
```

The orbital gap is 10.165 eV. The SMILES is CN[C@H](C)O. The calculation puts the lowest unoccupied orbital energy at 1.0 eV.

Results of the Mulliken charge analysis, in e, for atoms 1 through 4:
1. C -0.858
2. N -0.385
3. C 0.366
4. C -1.266



c) Entry from the Open Molecules 2025 dataset: an isolated molecule of C3H9NO (ωB97M-V/def2-TZVPD).

```
14
Properties=species:S:1:pos:R:3
C 0.69 1.12 -0.94
C 0.59 -0.27 -0.35
O -0.34 -1.08 -1.06
C 0.14 -0.30 1.12
N -1.10 0.42 1.38
H 1.38 1.13 -1.78
H -0.26 1.50 -1.30
H 1.01 1.85 -0.18
H 1.58 -0.72 -0.41
H -0.33 -0.83 -2.00
H 0.00 -1.36 1.35
H 0.92 0.11 1.76
H -1.66 0.48 0.53
H -0.92 1.35 1.71
```

The orbital gap is 9.957 eV. The SMILES is C[C@H](O)CN. The calculation puts the lowest unoccupied orbital energy at 0.9 eV.

Results of the Mulliken charge analysis, in e, for atoms 1 through 4:
1. C -1.359
2. C 0.397
3. O -0.566
4. C -0.742



It is c) that is most stable; the runner-up trails by 0.540 eV.



a) Entry from the Open Molecules 2025 dataset: an isolated molecule of C25H31NO5 (ωB97M-V/def2-TZVPD).

```
62
Properties=species:S:1:pos:R:3
C -2.27 -4.72 0.42
C -2.19 -3.55 -0.54
O -1.67 -2.42 0.17
C -1.71 -1.25 -0.47
O -2.15 -1.13 -1.59
C -1.18 -0.11 0.39
C -2.23 0.12 1.51
C -3.62 0.27 0.97
C -4.45 -0.84 0.84
C -5.71 -0.71 0.28
C -6.17 0.53 -0.14
C -5.36 1.64 0.00
O -5.71 2.91 -0.36
C -6.97 3.12 -0.95
C -4.09 1.50 0.56
C 0.16 -0.51 1.03
C 1.26 -0.61 -0.04
N 1.42 0.59 -0.83
C 2.09 1.67 -0.13
C 3.52 1.31 0.18
C 4.05 1.49 1.45
C 5.37 1.18 1.71
C 6.18 0.66 0.71
C 5.63 0.42 -0.56
C 4.31 0.76 -0.81
O 6.37 -0.14 -1.58
C 7.56 -0.74 -1.13
C 8.28 0.18 -0.15
O 7.49 0.38 1.00
C 0.17 0.96 -1.45
C -0.99 1.14 -0.47
H -1.28 -4.95 0.81
H -2.92 -4.49 1.25
H -2.65 -5.59 -0.10
H -3.18 -3.28 -0.94
H -1.53 -3.77 -1.39
H -2.19 -0.73 2.19
H -1.95 1.02 2.07
H -4.11 -1.81 1.17
H -6.34 -1.57 0.18
H -7.16 0.60 -0.57
H -7.78 2.85 -0.27
H -7.07 2.56 -1.88
H -7.02 4.19 -1.16
H -3.49 2.39 0.66
H 0.07 -1.46 1.55
H 0.44 0.25 1.76
H 2.22 -0.85 0.43
H 1.01 -1.43 -0.73
H 1.58 1.97 0.80
H 2.09 2.54 -0.80
H 3.44 1.90 2.24
H 5.81 1.34 2.68
H 3.91 0.58 -1.80
H 8.17 -0.93 -2.02
H 7.34 -1.69 -0.63
H 9.22 -0.26 0.19
H 8.48 1.14 -0.64
H 0.32 1.88 -2.02
H -0.09 0.17 -2.16
H -1.91 1.34 -1.03
H -0.79 1.99 0.18
```

The orbital gap is 8.933 eV. The SMILES is CCOC(=O)C1(Cc2cccc(OC)c2)CCN(Cc2ccc3c(c2)OCCO3)CC1. The calculation puts the lowest unoccupied orbital energy at 0.8 eV.

Results of the Mulliken charge analysis, in e, for atoms 1 through 4:
1. C -1.263
2. C -0.247
3. O -0.118
4. C -0.335



b) Entry from the Open Molecules 2025 dataset: an isolated molecule of C25H31NO5 (ωB97M-V/def2-TZVPD).

```
62
Properties=species:S:1:pos:R:3
C -1.45 -3.75 -0.36
C -2.32 -2.91 0.36
O -1.87 -1.84 0.60
C -1.94 -0.77 -0.10
O -2.42 -0.93 -1.10
C -1.30 0.62 0.29
C -2.44 1.24 1.66
C -3.78 1.21 0.86
C -3.97 2.22 0.16
C -5.27 2.29 -0.42
C -6.06 1.26 -0.36
C -5.92 0.27 0.30
O -6.55 -0.87 0.52
C -7.67 -0.90 -0.11
C -4.61 0.04 0.99
C -0.01 0.32 1.04
C 1.15 -0.21 0.13
N 1.28 1.07 -0.83
C 2.45 0.51 -1.60
C 3.87 0.71 -0.96
C 3.94 1.70 0.16
C 5.17 1.84 0.75
C 6.03 0.83 0.70
C 5.86 -0.35 -0.40
C 4.69 -0.35 -0.91
O 6.81 -1.26 -0.51
C 7.72 -1.43 0.65
C 8.38 0.18 0.74
O 7.34 0.68 1.25
C 0.03 1.19 -1.73
C -0.98 1.40 -0.84
H -1.11 -3.26 -1.09
H -0.52 -3.98 0.03
H -1.90 -4.72 -0.58
H -2.59 -3.31 1.27
H -3.32 -2.73 -0.26
H -2.40 0.52 2.35
H -1.94 2.26 1.75
H -3.41 3.31 -0.08
H -5.80 3.34 -0.97
H -7.16 1.42 -0.87
H -7.74 -0.97 -1.00
H -8.39 -0.24 0.49
H -8.23 -1.83 0.47
H -4.30 -0.75 1.46
H -0.22 -0.34 1.99
H 0.47 1.14 1.78
H 2.04 -0.33 0.94
H 0.77 -1.07 -0.32
H 2.57 1.52 -2.43
H 2.41 -0.42 -2.35
H 3.24 2.58 -0.14
H 5.47 2.56 1.36
H 4.53 -1.30 -1.68
H 8.61 -2.11 0.26
H 7.34 -1.80 1.36
H 9.16 0.06 1.55
H 8.72 0.28 -0.20
H 0.28 1.83 -2.25
H -0.15 0.02 -2.10
H -1.88 1.80 -1.29
H -0.73 2.53 -0.42
```

The orbital gap is 8.492 eV. The SMILES is CCOC(=O)C1(Cc2cccc(OC)c2)CCN(Cc2ccc3c(c2)OCCO3)CC1. The calculation puts the lowest unoccupied orbital energy at 0.8 eV.

Results of the Mulliken charge analysis, in e, for atoms 1 through 4:
1. C -2.039
2. C 0.016
3. O -0.344
4. C -0.400



It is a) that is most stable; the runner-up trails by 24.969 eV.



a) Entry from the Open Molecules 2025 dataset: a structure of composition C34H40InN6O6PS (ωB97M-V/def2-TZVPD).

```
89
Properties=species:S:1:pos:R:3
In 0.45 -0.23 -0.48
O -1.00 0.48 -1.82
C -0.72 1.40 -2.69
C -1.12 1.25 -4.04
C -0.85 2.21 -4.98
C -0.17 3.39 -4.64
C 0.21 3.57 -3.33
C -0.04 2.60 -2.35
C 0.35 2.91 -1.01
N 0.32 2.12 0.02
N 0.62 2.81 1.19
C 0.27 2.23 2.28
O -0.25 1.00 2.28
C 0.48 2.91 3.57
C 1.02 4.20 3.59
C 1.22 4.84 4.80
C 0.90 4.19 5.99
C 0.37 2.91 5.97
C 0.16 2.27 4.76
H -1.63 0.34 -4.31
H -1.16 2.06 -6.00
H 0.03 4.14 -5.38
H 0.72 4.48 -3.03
H 0.66 3.94 -0.82
H 1.26 4.69 2.66
H 1.64 5.84 4.82
H 1.06 4.69 6.94
H 0.12 2.41 6.89
H -0.25 1.27 4.74
N 2.58 0.32 -4.36
C 1.98 -0.23 -3.28
S 2.52 0.39 -1.74
N 1.13 -1.19 -3.47
N 0.61 -1.68 -2.32
C -0.22 -2.64 -2.31
C -0.72 -3.35 -3.51
C -0.14 -4.54 -3.93
C -0.62 -5.20 -5.05
C -1.69 -4.67 -5.75
C -2.28 -3.49 -5.34
C -1.79 -2.83 -4.22
C -0.70 -3.01 -0.98
C -1.49 -4.12 -0.82
C -1.80 -4.55 0.47
C -1.25 -3.88 1.53
C -0.52 -2.66 1.38
N -0.30 -2.27 0.12
H 3.04 1.20 -4.26
H 2.21 0.06 -5.26
H 0.70 -4.95 -3.37
H -0.16 -6.12 -5.37
H -2.07 -5.19 -6.62
H -3.12 -3.08 -5.88
H -2.25 -1.91 -3.87
H -1.83 -4.66 -1.68
H -2.44 -5.42 0.61
H -1.41 -4.25 2.54
H -1.26 -0.82 2.32
C 2.84 -2.79 1.96
C 3.46 -1.78 1.02
O 3.02 -0.47 1.39
C 4.04 0.52 1.33
C 3.81 1.57 2.40
H 3.09 -3.80 1.64
H 1.75 -2.70 1.98
H 3.22 -2.64 2.97
H 3.18 -1.97 -0.03
H 4.55 -1.83 1.07
H 4.06 0.98 0.33
H 5.01 0.04 1.49
H 2.86 2.07 2.25
H 4.60 2.32 2.35
H 3.82 1.12 3.39
C -2.38 -0.84 4.58
O -2.61 0.29 3.74
P -1.87 0.46 2.31
O -2.60 0.01 0.93
C -3.81 0.49 0.37
O -2.46 2.00 2.32
C -2.41 2.88 1.21
H -3.35 -1.26 4.85
H -1.86 -0.50 5.48
H -1.79 -1.60 4.06
H -4.42 -0.38 0.12
H -3.59 1.05 -0.55
H -4.35 1.13 1.07
H -2.00 2.40 0.32
H -1.79 3.74 1.47
H -3.42 3.23 1.00
```

The orbital gap is 6.590 eV. The calculation puts the lowest unoccupied orbital energy at -0.3 eV.

Results of the Mulliken charge analysis, in e, for atoms 1 through 4:
1. In 1.130
2. O -0.228
3. C 0.689
4. C -0.316



b) Entry from the Open Molecules 2025 dataset: a structure of composition C34H40InN6O6PS (ωB97M-V/def2-TZVPD).

```
89
Properties=species:S:1:pos:R:3
In -0.31 -0.67 -0.37
O -1.42 0.72 -1.67
C -2.44 1.48 -1.43
C -2.92 2.32 -2.47
C -3.98 3.17 -2.29
C -4.64 3.23 -1.07
C -4.22 2.42 -0.05
C -3.15 1.52 -0.20
C -2.93 0.58 0.85
N -2.05 -0.35 0.89
N -2.13 -1.26 1.87
C -1.46 -2.36 1.65
O -0.86 -2.66 0.56
C -1.49 -3.33 2.77
C -0.91 -4.59 2.63
C -0.98 -5.50 3.67
C -1.62 -5.16 4.86
C -2.17 -3.90 5.00
C -2.11 -2.98 3.97
H -2.41 2.27 -3.42
H -4.31 3.79 -3.11
H -5.48 3.90 -0.93
H -4.75 2.44 0.90
H -3.67 0.57 1.67
H -0.41 -4.83 1.71
H -0.56 -6.48 3.55
H -1.67 -5.87 5.67
H -2.67 -3.63 5.92
H -2.53 -2.00 4.06
N 4.10 0.12 0.32
C 2.87 -0.24 -0.12
S 1.83 -0.99 1.00
N 2.62 0.01 -1.38
N 1.44 -0.37 -1.84
C 1.25 -0.56 -3.11
C 2.32 -0.40 -4.11
C 3.23 0.65 -4.00
C 4.32 0.74 -4.85
C 4.51 -0.23 -5.82
C 3.61 -1.27 -5.95
C 2.52 -1.36 -5.10
C -0.05 -1.12 -3.46
C -0.57 -1.01 -4.75
C -1.76 -1.65 -5.04
C -2.39 -2.37 -4.04
C -1.84 -2.37 -2.76
N -0.70 -1.77 -2.49
H 4.41 -0.28 1.19
H 4.79 0.35 -0.38
H 3.08 1.40 -3.24
H 5.01 1.55 -4.74
H 5.37 -0.17 -6.48
H 3.76 -2.03 -6.71
H 1.84 -2.19 -5.18
H -0.05 -0.43 -5.49
H -2.18 -1.60 -6.03
H -3.30 -2.91 -4.23
H -2.31 -2.89 -1.93
C 0.12 1.71 4.27
C -0.53 0.33 4.28
O 0.16 -0.60 3.49
C 1.04 -1.47 4.18
C 2.35 -0.83 4.63
H -0.47 2.41 4.86
H 0.17 2.05 3.23
H 1.14 1.69 4.67
H -1.53 0.42 3.85
H -0.63 -0.04 5.31
H 1.26 -2.26 3.46
H 0.52 -1.91 5.04
H 2.85 -0.35 3.79
H 2.99 -1.60 5.03
H 2.18 -0.08 5.41
C 2.53 2.83 1.50
O 1.74 3.12 0.37
P 0.45 2.18 -0.07
O -0.69 2.64 0.98
C -1.07 4.00 1.06
O 0.05 3.14 -1.29
C 0.67 2.98 -2.55
H 3.52 3.26 1.32
H 2.64 1.75 1.65
H 2.10 3.27 2.40
H -1.48 4.17 2.06
H -1.84 4.23 0.32
H -0.21 4.65 0.88
H 0.42 2.00 -2.97
H 1.75 3.08 -2.47
H 0.28 3.76 -3.19
```

The orbital gap is 6.516 eV. The calculation puts the lowest unoccupied orbital energy at -0.5 eV.

Results of the Mulliken charge analysis, in e, for atoms 1 through 4:
1. In 1.681
2. O 0.281
3. C 0.402
4. C -0.852



It is b) that is most stable; the runner-up trails by 3.365 eV.



a) Entry from the Open Molecules 2025 dataset: the ion C7H13N2O with charge +1 (ωB97M-V/def2-TZVPD).

```
23
Properties=species:S:1:pos:R:3
C 2.38 -0.99 -0.30
N 1.78 -0.18 0.74
C 0.29 0.27 0.43
O 0.10 1.28 1.34
C -1.17 1.79 1.68
C 0.23 0.72 -0.97
C -0.73 0.22 -1.76
C -1.70 -0.84 -1.22
C -1.36 -1.41 0.07
N -0.38 -1.04 0.80
H 1.78 -1.89 -0.46
H 2.45 -0.26 -1.13
H 3.32 -1.37 0.06
H 2.28 0.80 1.02
H 1.76 -0.61 1.59
H -0.83 2.84 1.83
H -1.74 1.30 2.59
H -1.77 1.67 0.79
H 0.75 1.59 -1.44
H -0.92 0.56 -2.75
H -2.77 -0.49 -1.26
H -1.81 -1.62 -1.96
H -1.93 -2.36 0.33
```

The orbital gap is 11.143 eV. The SMILES is C[NH2+][C@@]1(OC)C=CCC=N1. The calculation puts the lowest unoccupied orbital energy at -2.8 eV. The net charge is +1.

Results of the Mulliken charge analysis, in e, for atoms 1 through 4:
1. C -0.720
2. N -0.328
3. C 1.038
4. O -0.410



b) Entry from the Open Molecules 2025 dataset: the ion C7H13N2O with charge +1 (ωB97M-V/def2-TZVPD).

```
23
Properties=species:S:1:pos:R:3
C -3.04 1.00 -0.55
C -1.86 0.51 0.40
C -1.56 -1.01 0.09
C -0.43 -1.60 0.78
N 0.79 -1.09 0.35
N 1.43 -0.11 0.77
C 2.43 0.24 0.03
C 3.25 1.53 0.10
C 2.42 -0.64 -1.02
O 1.45 -1.48 -0.90
H -3.96 0.39 -0.40
H -2.97 2.10 -0.44
H -2.67 0.77 -1.50
H -0.95 1.08 0.24
H -2.21 0.54 1.44
H -2.46 -1.63 0.44
H -1.63 -1.31 -1.02
H -0.47 -2.67 0.60
H -0.55 -1.34 1.83
H 4.09 1.56 -0.52
H 3.33 1.59 1.27
H 2.45 2.34 -0.15
H 3.11 -0.78 -1.84
```

The orbital gap is 9.666 eV. The SMILES is CCCC[n+]1nc(C)co1. The calculation puts the lowest unoccupied orbital energy at -5.0 eV. The net charge is +1.

Results of the Mulliken charge analysis, in e, for atoms 1 through 4:
1. C -1.167
2. C -0.343
3. C -0.702
4. C -0.524



It is a) that is most stable; the runner-up trails by 1.728 eV.